# 1
# C21H22N7O2ReS

C21H22N7O2ReS as an isolated structure (ωB97M-V/def2-TZVPD, the OMol25 dataset).

Cartesian coordinates (Å):
H -3.53 4.90 -0.64
N -0.11 -1.73 2.21
O -4.51 3.39 -1.51
H 5.12 0.85 -0.27
H 6.75 0.08 -1.79
H 0.71 0.40 5.68
Re 0.19 -0.58 0.72
H -1.03 -1.33 4.07
C -1.26 -4.58 0.18
H -5.38 1.82 -2.43
H -1.17 -3.92 -3.13
C -2.11 3.56 -1.59
H -3.34 3.33 0.19
C 0.84 2.03 2.25
C 1.17 2.20 4.60
N -2.06 2.14 -1.89
N -0.38 -2.38 -0.27
S 2.54 0.35 0.24
C -1.31 1.35 -1.22
N -0.56 0.65 -0.64
N 4.84 0.15 -0.96
H -3.26 2.23 -3.57
C 5.34 -1.24 -2.78
H -1.88 -5.71 -1.54
N 3.14 -1.18 -1.87
C 0.41 0.17 3.57
H -4.53 1.40 -0.91
C 4.00 -1.64 -2.75
H -2.17 4.11 -2.54
C 3.56 -0.30 -0.98
C 5.74 -0.30 -1.85
C -1.06 -3.79 -2.07
H -1.23 3.89 -1.04
H 3.62 -2.37 -3.46
N 0.46 0.75 2.35
H -3.17 0.61 -2.83
C 1.21 2.79 3.34
C -3.41 3.83 -0.79
O -0.68 -3.83 2.94
C -0.72 -3.37 0.59
C -1.45 -4.79 -1.18
C 0.76 0.88 4.71
H -1.54 -5.32 0.92
C -4.50 2.02 -1.82
H 1.46 2.76 5.47
C -0.51 -3.05 2.05
H 1.52 3.81 3.21
C -3.22 1.68 -2.63
H 6.04 -1.64 -3.49
C -0.54 -2.60 -1.58
H 0.85 2.45 1.25
H 0.63 -1.90 4.16
C -0.04 -1.26 3.57
H -0.23 -1.80 -2.25

Results
Charge: +3
Multiplicity: 2

***

# 2
# C4H5FOS

An isolated molecule of C4H5FOS (ωB97M-V/def2-TZVPD, the OMol25 dataset).

Cartesian coordinates (Å):
O 0.03 -1.01 0.12
F 1.96 0.70 -1.01
H -1.21 1.89 1.07
C 2.25 -0.19 -0.04
H 1.71 -1.62 1.31
H 3.30 -0.17 0.19
C -0.83 0.06 0.22
S -2.31 -0.15 -0.40
H 0.15 1.03 1.87
H 0.38 1.80 0.32
C 1.37 -0.92 0.54
C -0.33 1.25 0.91

Results
Multiplicity: 1
SMILES: CC(=S)O/C=C\F

***

# 3
# C32H34F3N3Pt

C32H34F3N3Pt as an isolated structure (ωB97M-V/def2-TZVPD, the OMol25 dataset).

Cartesian coordinates (Å):
C 4.25 3.56 3.96
C 1.55 3.45 3.35
H -1.74 4.35 -5.17
C 1.79 1.17 2.31
C 0.41 4.01 -5.01
C 1.54 3.62 -5.96
C 4.42 -2.19 -5.37
C -0.74 2.39 -1.78
C 3.09 -1.78 4.31
H 4.36 1.59 3.11
H 3.46 -3.57 -2.08
H 3.91 -1.33 -5.81
H 5.05 -4.06 -3.53
H -0.11 5.78 -3.83
H 1.43 5.40 4.22
C 1.87 -2.27 -1.49
C 1.08 1.91 -3.70
C -0.65 3.27 -2.84
H 1.37 2.64 -6.41
C 4.81 -1.92 -3.91
C 3.43 4.63 4.28
H 2.51 3.61 -5.46
N 0.88 1.42 1.46
N 0.03 1.31 -1.67
H -1.15 3.01 -6.15
C -0.91 4.01 -5.79
C 2.79 -1.04 1.65
H 3.87 -3.63 3.55
H 3.62 -2.96 1.18
H 6.55 -3.20 -3.88
H 2.28 0.15 4.78
C 0.69 5.43 -4.47
H 0.50 3.39 3.09
F -1.05 -2.14 1.34
H 1.62 5.45 -3.89
H 3.84 5.51 4.76
C 2.37 2.37 3.03
C 1.70 -0.23 -2.50
C 3.32 -2.28 1.97
C -0.79 -0.85 1.75
H 5.31 -2.40 -5.96
C 2.07 4.57 3.97
H 2.67 -0.73 0.62
H -1.32 4.12 -2.87
H 5.31 3.60 4.19
H 6.00 -0.46 -2.81
C 5.73 -0.70 -3.84
H -1.44 2.54 -0.97
C 0.92 1.06 -2.62
C 0.29 3.05 -3.83
H 1.82 1.68 -4.46
C 3.46 -2.66 3.30
Pt 0.02 0.15 0.27
H 3.75 -3.05 -5.44
H 1.45 -2.96 -0.77
C 2.40 -0.15 2.66
H -0.84 4.69 -6.64
C 3.54 -1.67 -3.11
C 5.59 -3.13 -3.36
N 1.24 -1.11 -1.60
H 3.19 0.29 -3.93
F -2.02 -0.31 2.01
C 3.72 2.43 3.35
H 5.78 -3.03 -2.29
H 5.27 0.19 -4.28
C 3.01 -2.60 -2.22
F -0.21 -0.97 2.96
H 1.60 4.35 -6.77
C 2.83 -0.47 -3.25
H 6.65 -0.90 -4.39
H 3.20 -2.07 5.34
C 2.58 -0.53 3.99
H 0.80 6.12 -5.31

Results
Multiplicity: 1

***

# 4
# C4H13N3

A 2-piece molecular cluster, C4H13N3 overall (ωB97M-V/def2-TZVPD, the OMol25 dataset).

Cartesian coordinates (Å):
H -1.06 0.85 -0.53
H 0.56 -0.52 1.48
H 0.12 -1.61 0.16
H -1.29 1.03 1.28
N 1.47 0.23 -0.64
C -0.07 -0.63 0.60
H -2.60 -1.08 1.38
H 2.70 -0.73 -1.90
C -2.50 -0.56 0.44
H -3.26 1.40 0.10
H -4.17 0.59 1.20
C 2.68 -0.12 -0.98
H 1.70 1.01 0.02
H 4.02 0.82 0.24
H -2.50 -1.17 -0.47
H -4.29 0.13 -0.32
C -1.19 0.32 0.45
H 4.69 -0.29 -0.91
N 3.89 0.10 -0.45
N -3.60 0.47 0.36

Results
Charge: +1
Multiplicity: 2

***

# 5
# C3H3NO

C3H3NO as an isolated structure (ωB97M-V/def2-TZVPD, the OMol25 dataset).

Cartesian coordinates (Å):
H 0.14 1.47 1.01
C 0.86 -0.29 -0.06
H -0.42 1.40 -0.70
O 1.40 -0.94 0.80
C -1.05 -0.54 0.06
H 0.94 -0.43 -1.15
N -1.74 -1.46 -0.12
C -0.12 0.79 0.16

Results
Multiplicity: 1

***

# 6
# C27H59FN3O22P2

A 6-piece molecular cluster, C27H59FN3O22P2 overall (ωB97M-V/def2-TZVPD, the OMol25 dataset).

Cartesian coordinates (Å):
O -3.76 -5.35 1.48
P 0.40 -4.02 -0.71
H -1.79 -0.25 3.97
H 1.24 -0.67 -2.21
O 0.72 9.06 -1.52
H -1.18 -2.04 4.06
O 1.70 -0.23 1.73
C -5.27 -8.48 1.98
H -4.12 3.31 -8.86
C 2.98 -1.44 -0.96
H -4.36 -1.63 4.37
H -8.05 0.59 7.26
N -0.45 -5.29 -0.17
C -3.44 3.57 -8.05
H 1.89 0.62 -0.99
C -0.87 -0.96 3.68
C 0.59 7.72 -1.36
O -3.21 4.98 -8.10
H 2.26 2.63 3.02
H 11.37 -0.05 -3.87
C -8.45 -0.24 6.67
C 9.82 -2.88 -3.45
H -0.75 -5.06 0.80
C -4.79 -6.24 1.51
H 9.84 -6.03 -2.65
C -6.33 -0.99 6.02
H -6.04 -8.23 2.72
C 1.63 -0.52 -1.09
C -4.26 -1.90 5.43
P -2.49 -0.96 1.73
H -3.58 -1.01 -0.22
H 1.59 -2.80 1.04
N 5.60 -1.14 -1.25
O -1.82 4.76 -6.28
H -4.53 -4.05 0.06
H 1.92 0.43 2.45
N -0.73 -1.03 2.20
C 10.47 -0.67 -3.89
H 1.30 -1.22 4.39
O 1.14 7.04 -0.50
O 2.02 -4.66 -1.06
H -1.16 5.59 -3.09
C -4.13 -4.04 1.08
H 10.08 -0.68 -4.91
H -0.36 7.01 -6.43
C -0.16 1.28 1.03
H -0.53 -0.82 -0.85
H -5.71 -8.66 1.00
H -3.90 3.29 -7.10
H 0.50 3.15 3.74
C 1.37 3.42 3.00
H -1.35 8.47 -6.57
O -5.54 -2.10 6.02
H 1.31 4.33 0.90
C 0.70 3.51 1.50
H 2.20 -5.46 -0.46
H -3.71 -2.85 5.49
H -0.96 1.28 0.14
H 4.22 0.48 -0.78
H -1.76 7.27 -5.33
O -3.39 -1.88 2.70
H -3.45 0.72 2.93
O -7.51 -1.32 6.61
O 0.95 2.22 0.83
C -1.37 7.40 -6.35
C 1.58 9.68 -0.57
C 0.27 -0.26 1.40
H -4.86 -3.61 1.77
F 0.07 -0.62 6.04
C -2.37 5.44 -7.14
H 2.60 9.29 -0.66
O -6.04 0.10 5.55
H -9.35 -0.61 7.16
H 0.80 0.61 4.34
H 5.51 -2.02 -0.69
H -0.44 3.84 1.50
H 3.27 -1.76 0.13
H -0.77 1.68 1.97
O 10.85 -1.99 -3.48
H -4.77 -9.39 2.31
O -3.17 0.66 1.95
C 4.24 -0.47 -1.48
H -1.38 -3.16 1.64
H 1.61 10.75 -0.80
C 0.38 -0.48 4.59
H 0.13 -3.12 2.66
O -0.25 7.26 -2.32
O 10.31 -4.08 -3.05
C -0.48 5.85 -2.28
O -5.95 -6.00 1.22
H 8.90 -5.30 -3.96
C 0.55 -2.56 0.50
O -2.24 6.78 -7.30
O -2.80 -1.58 0.13
O -4.30 -7.44 1.91
C 0.38 -1.01 -0.10
H 4.08 -0.12 -2.59
H 1.20 9.55 0.44
H 8.56 -4.86 -2.24
C 9.34 -5.11 -2.98
H -0.95 5.57 -1.33
H 0.46 5.30 -2.43
C -0.44 -2.50 1.84
H -2.50 3.02 -8.20
H 2.92 -2.30 -1.74
O -0.33 -3.35 -2.18
H 1.81 4.47 3.29
H 6.05 -1.31 -2.17
H 0.25 -3.77 -2.91
H 9.74 -0.25 -3.19
O 8.66 -2.64 -3.74
H -3.24 -3.41 1.09
H -8.72 0.09 5.66
H -3.69 -1.14 5.97

Results
Charge: +1
Multiplicity: 1

***

# 7
# C20H35N3O5S

An isolated molecule of C20H35N3O5S (ωB97M-V/def2-TZVPD, the OMol25 dataset).

Cartesian coordinates (Å):
N 0.28 3.06 -4.75
H 1.36 -0.56 -2.82
C 2.01 0.53 -1.07
C -0.22 2.50 -2.27
C -0.33 -2.25 4.58
C -0.81 0.17 -1.29
C -1.80 -2.19 6.59
H 2.12 1.57 -0.76
H 0.57 -2.11 5.19
H -0.32 0.48 -4.56
H -0.74 -1.24 4.39
O 0.03 4.47 -7.25
H 3.13 4.49 -5.64
C 1.16 -0.21 -0.06
H -1.89 -4.94 3.32
H 2.42 3.15 -6.56
N 0.90 -0.84 2.31
H 0.47 -3.89 3.45
H 3.01 0.09 -1.10
O -0.17 0.31 -0.04
H -3.18 -4.04 2.56
H -0.95 -1.99 7.25
H -0.10 3.16 -5.68
H -2.56 -2.71 7.19
H -2.22 -1.23 6.28
H 1.92 1.07 -3.17
C 0.03 -2.92 3.26
H -0.49 -5.01 5.09
O 2.21 3.51 -3.59
C 1.09 -2.18 2.47
H -0.96 -3.60 1.46
H 2.71 -0.45 1.40
H 0.00 -0.46 2.54
H -1.04 2.79 -1.62
H 1.11 -1.28 -0.32
C 2.20 3.99 -5.91
H -0.86 -0.89 -1.58
C -1.38 -3.03 5.39
H 0.06 -4.17 6.54
C -0.81 -4.35 5.90
C -0.09 0.96 -2.37
H 0.67 3.05 -2.00
C 1.54 3.51 -4.61
N 0.90 6.34 -5.87
H -1.85 0.70 -3.69
H -0.09 6.44 -5.72
O 2.05 -2.75 1.98
C 1.36 0.47 -2.45
C -0.80 1.01 -3.74
O 2.15 5.62 -7.91
C -0.65 2.55 -3.75
C -2.27 -3.93 3.16
H -1.83 0.54 -1.16
H -1.59 3.09 -3.91
C -2.61 -3.28 4.50
H -3.10 -2.31 4.30
H -1.55 -4.89 6.49
C 1.69 -0.09 1.36
H 1.68 0.97 1.65
H -1.66 -2.14 2.15
H 1.38 7.20 -6.10
C -1.23 -3.11 2.40
H -3.34 -3.88 5.05
S 1.26 5.12 -6.91

Results
Multiplicity: 1
SMILES: CC1(C)CCC[C@@H](C(=O)NC[C@@H]2CC[C@]3(CO2)C[C@H](NC(=O)CS(N)(=O)=O)C3)C1

***

# 8
# C18H17ClNO9PtS4

C18H17ClNO9PtS4 as an isolated structure (ωB97M-V/def2-TZVPD, the OMol25 dataset).

Cartesian coordinates (Å):
O -0.16 -1.12 -1.13
H -2.32 2.04 5.54
Pt -0.57 0.79 -2.17
O -0.03 1.52 1.02
H 3.71 -0.91 0.86
H -0.90 1.36 6.37
C -1.11 -2.95 -2.75
N 2.13 0.06 -0.10
H -2.24 3.65 1.22
C 1.39 4.19 4.66
O -1.51 1.90 -0.65
C 1.12 4.55 3.32
C -0.64 -5.27 -3.23
C 2.27 0.33 -1.36
C -0.42 -4.94 -4.56
H -3.08 2.10 1.36
O -2.33 -0.73 -1.96
C 0.62 3.24 5.34
O -1.78 2.44 2.85
H -1.19 -4.51 -1.30
S 3.19 -0.80 -2.27
C -0.44 2.64 4.72
H -0.38 -3.36 -6.01
H -1.41 0.73 4.78
C -0.73 3.01 3.36
H 0.88 2.99 6.36
Cl 2.69 4.93 5.45
O -2.49 -0.64 -4.75
O -0.50 -1.10 -6.14
H -0.15 -5.70 -5.27
H -0.56 -6.29 -2.90
H 2.12 -1.69 1.05
O -1.98 -2.56 -0.33
S 1.54 1.71 -2.12
S -1.12 -1.00 -4.85
C -1.31 1.63 5.39
C 2.78 -1.18 0.35
O -0.24 -0.06 -4.02
C -0.99 -4.27 -2.33
C -0.55 -3.62 -4.98
H 1.74 5.29 2.83
C -2.12 2.59 1.46
C 3.04 -2.01 -0.90
H -0.15 4.22 1.64
S -1.48 -1.81 -1.44
H 2.20 -2.66 -1.14
C -1.09 1.93 0.55
C -0.89 -2.61 -4.09
H 1.42 0.56 0.44
C 0.07 3.97 2.67
H 3.95 -2.59 -0.83

Results
Charge: +1
Multiplicity: 5

***

In order of appearance, molar mass = 622.728 120.148 712.717 103.169 69.063 858.714 429.583 750.131 g mol⁻¹.
In order of appearance, E_tot = -49599.09183 -19827.47228 -49605.63121 -8819.50351 -6694.47626 -99752.00034 -46852.33041 -97959.35893 eV.